[1]
An isolated ion of composition C4H10N4 and charge +2 in a non-equilibrium geometry. Source: OMol25; level of theory: ωB97M-V/def2-TZVPD.

```
18
Properties=species:S:1:pos:R:3:forces:R:3
C 0.5324 2.7608 0.6382 -2.451 0.130 4.667
N 0.0943 1.4708 0.1957 0.806 -3.336 -1.265
N 0.0063 0.4013 0.8496 -0.506 1.219 1.038
N -0.2120 -0.6647 -0.0954 0.711 0.414 -0.846
C -1.5139 -1.3690 0.2136 -2.989 -0.999 -2.964
C 0.9107 -1.6327 -0.0082 2.753 -1.675 -1.862
C -0.0038 -0.0397 -1.3610 -0.171 5.106 -1.567
N 0.1068 1.3252 -1.1780 -0.348 -5.157 -1.641
H 1.1742 3.1023 -0.0799 1.648 1.054 -1.862
H 1.0206 2.5965 1.6683 -0.899 0.627 -1.530
H -0.4339 3.3767 0.6838 1.446 -0.431 0.125
H -1.3560 -1.7993 1.1287 0.385 -1.255 2.241
H -2.4785 -0.8288 0.2286 1.090 1.147 0.173
H -1.8454 -2.1406 -0.5795 1.640 0.885 0.982
H 1.0999 -2.0260 0.9078 -0.192 -0.220 3.609
H 0.7918 -2.5997 -0.5103 -1.178 0.591 -0.853
H 1.9415 -1.3509 -0.3388 -1.115 1.037 -0.102
H 0.1650 -0.5822 -2.3631 -0.630 0.864 1.658
```
Positions in Å, forces in eV/Å.

Computed properties:
* relative energy (zero: lowest compared OMol25 entry of this formula, charge and spin): 164.9 kcal/mol
* total charge: +2
* highest occupied orbital energy: -22.04 eV
* structure (SMILES): C[N+]1=N[N+](C)(C)C=N1
* calculated total energy: -376.54053 Eh

How is the electron density shared among the atoms? According to natural (NBO), the charges in e are:
1 C -0.4334
2 N 0.1790
3 N 0.1716
4 N -0.1625
5 C -0.4402
6 C -0.5014
7 C 0.3235
8 N -0.1460
9 H 0.2831
10 H 0.2988
11 H 0.3164
12 H 0.2618
13 H 0.3013
14 H 0.3042
15 H 0.2875
16 H 0.3086
17 H 0.2986
18 H 0.3490

=====

[2]
C4H10N4O in the gas phase in a non-equilibrium geometry. Source: OMol25; level of theory: ωB97M-V/def2-TZVPD.

```
19
Properties=species:S:1:pos:R:3:forces:R:3
C -1.6810 0.3254 0.9706 0.404 -0.081 0.246
N 0.9040 -1.2708 -1.2515 0.437 -0.195 -0.405
C -0.0650 -1.1620 -0.3236 -0.629 0.545 -0.424
C 0.8105 0.7819 0.7224 0.039 0.783 0.482
C -0.4558 0.3191 0.0501 0.273 -1.030 0.146
N 1.7678 -0.2486 -1.6832 0.250 0.206 -0.105
N 1.1064 0.1584 1.8301 -0.232 -0.344 0.005
N -0.6566 1.0706 -1.1783 -0.036 0.069 -0.124
O -0.6046 -2.1319 0.1696 -0.126 -0.140 0.346
H 1.2061 -2.2028 -1.5041 -0.139 0.131 0.219
H 1.3129 0.2708 -2.4352 -0.021 -0.165 0.317
H 1.8810 0.4179 -0.9069 0.116 -0.194 -0.397
H 1.9684 0.3903 2.3055 -0.158 -0.035 -0.052
H 0.5780 -0.6290 2.2323 0.120 0.305 -0.155
H -1.5579 0.8700 -1.5906 -0.074 0.090 0.083
H -0.5673 2.0623 -1.0061 -0.042 0.068 0.015
H -1.5423 -0.3550 1.8136 -0.094 0.041 -0.065
H -1.8407 1.3342 1.3567 -0.022 -0.019 -0.064
H -2.5638 -0.0006 0.4285 -0.064 -0.035 -0.066
```
Positions in Å, forces in eV/Å.

Computed properties:
* relative energy (zero: lowest compared OMol25 entry of this formula, charge and spin): 61.1 kcal/mol
* total charge: 0
* highest occupied orbital energy: -8.52 eV
* calculated total energy: -452.60050 Eh

How is the electron density shared among the atoms? According to natural (NBO), the charges in e are:
1 C -0.6118
2 N -0.4610
3 C 0.6546
4 C 0.0967
5 C -0.1162
6 N -0.6475
7 N -0.7311
8 N -0.8390
9 O -0.6316
10 H 0.3936
11 H 0.3614
12 H 0.3727
13 H 0.3974
14 H 0.3745
15 H 0.3639
16 H 0.3727
17 H 0.2147
18 H 0.2122
19 H 0.2237

=====

> Which value of calculated total energy does entry 2 give?

-452.60050 Eh

=====

> What is the relative energy (zero: lowest compared OMol25 entry of this formula, charge and spin) in the first record?

164.9 kcal/mol